[1]
C37H37IIrN6O2P as an isolated structure. Source: OMol25; level of theory: ωB97M-V with the def2-TZVPD basis set.

Last column: Löwdin charge in e.
CARTESIAN COORDINATES (ANGSTROEM)
H1 -5.03510 1.31277 1.25516  0.12
H2 0.87827 6.22287 -2.13871  0.13
H3 2.49076 -2.90380 -5.35697  0.12
H4 -4.37335 2.81515 -0.58868  0.12
H5 3.97792 1.22801 4.74223  0.11
C1 -1.50261 2.86684 1.20758  -0.33
C2 1.27185 4.34234 -1.17984  -0.34
C3 1.87639 4.96858 2.58811  -0.14
C4 1.81346 -1.67384 -3.75056  -0.11
H6 -2.82795 -3.32863 0.60640  0.13
H7 0.79669 -4.23491 -4.13566  0.12
C5 0.63158 4.33084 2.57160  -0.34
N1 -2.62656 -0.63865 -2.21148  0.15
C6 -3.67384 2.59143 0.20573  -0.05
H8 -1.21305 4.02097 3.64627  0.10
H9 3.22063 6.21536 3.69074  0.12
O1 -0.79943 -3.41287 1.08829  -0.05
C7 -3.14868 1.46407 2.26640  -0.05
C8 -1.84877 -1.59433 -0.16130  -0.16
C9 2.27142 0.17658 5.50828  -0.04
C10 2.26090 5.71655 3.68576  -0.06
H10 2.79228 -4.23192 -1.81301  0.13
C11 1.08625 -2.93940 -1.68694  -0.12
N2 0.32920 4.50845 -0.18411  -0.06
H11 1.70511 6.42058 5.63395  0.12
C12 1.47812 5.32337 -2.15108  0.02
H12 0.02961 -2.92558 -1.97473  0.13
I1 3.57636 1.86909 1.75945  1.25
C13 -1.77494 0.34685 -2.11069  -0.26
H13 2.35380 -0.76645 -4.01498  0.13
N3 1.71794 -1.73770 -2.27518  -0.05
H14 -0.09445 5.42348 -0.11540  0.14
N4 2.35649 0.14687 -0.84358  0.05
H15 1.24338 -5.06369 -1.84440  0.12
C14 -0.10633 -0.52826 1.18295  -0.05
H16 -0.29902 -1.33391 1.87909  0.11
C15 2.93915 3.02313 -2.11548  -0.11
C16 -2.40481 3.15136 0.18543  -0.08
H17 -0.47612 -0.63706 3.72047  0.12
C17 -4.04387 1.74605 1.24128  -0.04
C18 -0.22980 4.46980 3.65808  -0.06
C19 -1.74736 1.39422 -3.17991  0.00
H18 -1.96166 2.38020 -2.76253  0.08
C20 -0.88878 -0.54506 -0.02275  -0.08
H19 3.97256 3.76157 -3.81975  0.12
H20 0.41418 -0.78258 5.98514  0.12
H21 2.53865 4.89718 1.73274  0.08
N5 1.99158 3.20800 -1.17028  -0.09
H22 2.33685 -5.07047 -4.10161  0.12
H23 -1.18482 1.78808 3.05230  0.10
P1 0.20514 3.40563 1.09255  0.90
H24 2.65923 0.12545 6.51602  0.12
N6 0.78840 0.33873 1.53774  -0.11
H25 -3.44587 0.81922 3.08355  0.12
H26 3.48497 2.09223 -2.05074  0.10
C21 1.40584 5.83371 4.77596  -0.04
H27 -2.48990 1.15380 -3.93542  0.09
C22 3.19940 3.94842 -3.08990  -0.03
H28 -2.26412 -2.23518 1.84828  0.13
C23 1.01948 -0.33752 5.20746  -0.04
H29 -2.11188 3.79497 -0.63371  0.10
H30 -0.75967 1.45850 -3.64068  0.08
C24 0.52275 -0.27106 3.91633  -0.02
C25 1.27856 0.29112 2.88611  -0.31
C26 2.50445 0.84898 3.22906  -0.57
C27 2.50452 -2.92564 -4.26688  -0.17
C28 -0.85519 0.44901 -1.01489  -0.28
C29 2.03972 -0.73792 -1.53025  -0.20
H31 -0.78957 -4.16192 0.48456  0.10
C30 0.16375 5.21728 4.75879  -0.05
C31 2.44481 5.12190 -3.10657  -0.02
H32 -0.50903 5.32828 5.59817  0.12
O2 -0.05322 1.48186 -1.06443  -0.23
H33 2.61829 5.87359 -3.86475  0.13
C32 -2.00162 -2.67237 0.88166  -0.19
C33 1.81682 -4.18376 -3.74141  -0.18
C34 -2.66678 -1.59034 -1.25483  -0.08
C35 3.01516 0.79101 4.51350  -0.12
H34 0.79658 -1.59960 -4.14623  0.13
H35 3.55182 -2.91364 -3.95427  0.12
C36 -1.87795 2.01587 2.24979  -0.11
H36 -3.40807 -2.36874 -1.39354  0.12
Ir1 1.46561 1.74802 0.21181  0.93
C37 1.77676 -4.18686 -2.21469  -0.16
H37 1.14836 -2.85619 -0.60193  0.12

E_tot = -72223.912 eV
ΔE to the lowest compared entry with this formula, charge and spin = 13.5 kJ/mol
spin multiplicity = 1
net charge = +2
E_HOMO = -0.4856 Eh
LUMO energy = -5.72 eV

***

[2]
C37H37IrN3O2SSi as an isolated structure at a distorted geometry. Source: OMol25; level of theory: ωB97M-V with the def2-TZVPD basis set.

Last column: Löwdin charge in e.
CARTESIAN COORDINATES (ANGSTROEM)
H1 -0.88142 -2.42100 1.91795  0.13
C1 -1.91451 1.80844 2.51448  -0.08
C2 1.02424 -5.17504 1.33964  -0.09
H2 4.08526 2.94420 0.68275  0.09
H3 -2.82576 2.23701 -4.44078  0.04
H4 1.86209 2.35465 4.05121  0.09
H5 -2.56716 0.49188 -4.60179  0.04
C3 0.05686 -0.20285 -2.65126  -0.97
C4 4.36832 -1.96584 -2.17935  -0.06
H6 -5.34078 -0.39196 -3.13726  0.04
C5 1.71454 -0.05842 0.78183  -0.37
H7 4.05027 -2.34181 -3.14389  0.11
N1 3.03951 0.20435 0.49638  0.08
C6 0.72080 -5.36819 0.00079  -0.08
C7 2.52695 1.36753 2.30574  -0.24
H8 5.17933 2.27148 1.92084  0.10
H9 -3.04688 -4.25686 0.79575  0.12
H10 -3.86256 2.47561 -0.36830  0.03
C8 -1.00316 1.21334 0.32802  -0.27
C9 1.54589 3.81411 -0.54661  -0.09
C10 -0.18246 2.38694 0.39605  -0.21
C11 -0.43679 -3.26137 1.39874  -0.02
N2 3.54812 1.05597 1.46294  -0.06
C12 -0.16455 -4.51294 -0.64637  0.01
C13 -2.46894 1.34245 -3.92030  -0.20
C14 1.46578 4.66798 0.57958  -0.10
H11 -5.38847 1.22982 -3.83696  0.03
H12 -5.42624 -3.85741 1.39968  0.10
H13 -6.49985 -1.72721 0.70719  0.10
C15 0.58068 4.39115 1.58004  -0.06
Ir1 -0.77397 -0.27574 -1.05939  1.32
H14 -2.50166 0.08650 1.37090  0.09
C16 3.91934 -0.65041 -0.23285  -0.17
H15 -5.24673 -0.06953 -0.57464  0.08
H16 2.69925 3.40057 2.90767  0.08
C17 5.61773 -2.29877 -1.67502  -0.09
C18 -3.48068 2.64279 -1.37885  -0.16
H17 -2.47713 3.06258 -1.28645  0.02
H18 1.16967 -6.18742 -0.54619  0.10
H19 0.50021 5.04679 2.44134  0.11
C19 -3.54705 -3.34596 0.49373  -0.02
C20 -5.19560 0.66892 -2.91788  -0.18
C21 0.43919 -4.12245 2.03748  -0.07
C22 5.15192 -1.00648 0.30186  -0.03
C23 -3.43388 -1.19865 -0.69160  -0.30
H20 -1.41392 1.48283 -3.70465  -0.04
S1 0.75121 -0.12415 -4.03557  0.68
H21 0.46341 0.66348 2.47534  0.12
H22 -1.19293 3.58974 3.44174  0.11
H23 3.63059 2.27031 3.90651  0.09
N3 -2.71291 -0.25929 -1.44193  -0.23
C24 6.00435 -1.81957 -0.43153  -0.08
H24 1.71851 -5.83697 1.84100  0.10
C25 -1.85022 0.95527 1.38348  -0.13
C26 -4.87684 -3.11879 0.83173  -0.10
H25 5.17935 1.60534 0.28603  0.09
C27 2.69829 2.40480 3.35754  0.00
H26 2.55107 -0.86698 -1.85335  0.06
C28 -2.85990 -2.40030 -0.23552  -0.21
C29 4.55536 2.03376 1.06229  0.01
H27 -5.94900 0.96949 -2.18716  0.02
C30 -5.47335 -1.93617 0.43237  -0.09
H28 0.67435 -3.96625 3.08288  0.10
H29 6.28435 -2.93336 -2.24422  0.10
Si1 -3.44789 1.05550 -2.36097  0.40
O1 -1.53353 -2.57661 -0.63191  -0.09
O2 0.99446 -0.81568 0.08515  -0.13
C31 -1.14247 2.92954 2.58249  -0.05
H30 -2.58184 1.55634 3.33108  0.10
H31 6.97179 -2.08109 -0.02264  0.10
C32 -0.25732 3.24613 1.52078  -0.19
H32 -4.11652 3.38905 -1.86717  0.03
C33 -4.76550 -0.99721 -0.30711  -0.05
C34 3.51878 -1.13484 -1.46698  0.00
H33 5.43161 -0.66856 1.29105  0.11
H34 -0.41451 -4.63921 -1.69206  0.13
H35 2.09804 5.54575 0.63745  0.10
C35 1.41669 0.65677 1.97361  0.06
C36 -0.72310 -3.46798 0.05971  -0.29
C37 0.74267 2.71311 -0.63235  -0.04
H36 2.23203 4.04900 -1.35167  0.10
H37 0.79513 2.05804 -1.49228  0.08

E_tot = -69085.941 eV
<S²> = 0.76
ΔE to the lowest compared entry with this formula, charge and spin = 47.2 kJ/mol
spin multiplicity = 2
E_HOMO (alpha / beta) = -0.2324 / -0.2526 Eh
LUMO energy (alpha / beta) = 0.19 / 0.05 eV

***

> What is the E_tot in the first record?

-72223.912 eV

***

> What is the formula in the first record?

C37H37IIrN6O2P

***

> Among the records above, which one has the highest E_tot?

C37H37IrN3O2SSi